No. 1
# H2N2O2S

A cluster of 2 separate species, H2N2O2S in total in a non-equilibrium geometry (the ωB97M-V functional and the def2-TZVPD basis, OMol25).

Results
Energy relative to the best compared isomer or geometry (same formula, charge and spin): 1.3 kcal per mole
Calculated total energy: -659.301833 Eh
Multiplicity: 1
E_HOMO: -9.756 eV
Maximum force: 1.916 eV/A
Net charge: 0
Frontier orbital gap: 9.172 eV

Last column: Löwdin charge in e.
Atoms and positions in Å:
N -1.22 -0.83 0.10  -0.01
N -0.92 0.03 -0.68  -0.07
O 1.48 1.32 0.47  -0.46
O 2.29 -0.97 0.39  -0.44
S 1.85 0.19 -0.33  0.83
H -2.02 -0.67 0.75  0.07
H -1.45 0.93 -0.70  0.08

=====

No. 2
# H2N2O2S2

An isolated molecule of H2N2O2S2 in a non-equilibrium geometry (the ωB97M-V functional and the def2-TZVPD basis, OMol25).

Results
Energy relative to the best compared isomer or geometry (same formula, charge and spin): 14.2 kcal per mole
Calculated total energy: -1057.467239 Eh
Multiplicity: 1
E_HOMO: -9.916 eV
Maximum force: 3.195 eV/A
Net charge: 0
Frontier orbital gap: 9.680 eV

Last column: Löwdin charge in e.
Atoms and positions in Å:
N -0.37 1.29 0.58  -0.53
N -0.25 -0.38 -1.40  -0.20
O 1.51 -0.15 0.27  -0.58
O -0.27 -0.89 2.11  -0.46
S 0.58 0.75 -0.62  0.74
S 0.48 0.32 1.75  0.87
H -0.92 0.01 -2.06  0.06
H -0.76 -0.95 -0.63  0.11

=====

No. 3
# H2N2O3

A cluster of 2 separate species, H2N2O3 in total in a non-equilibrium geometry (the ωB97M-V functional and the def2-TZVPD basis, OMol25).

Results
Energy relative to the best compared isomer or geometry (same formula, charge and spin): 40.6 kcal per mole
Calculated total energy: -336.200400 Eh
Multiplicity: 1
E_HOMO (alpha / beta): -9.930 / -9.327 eV
Maximum force: 1.656 eV/A
Net charge: 0
Frontier orbital gap (alpha / beta): 10.144 / 8.277 eV

Last column: Löwdin charge in e.
Atoms and positions in Å:
N -0.88 0.65 0.89  0.02
N 0.18 -1.11 -0.87  -0.23
O -0.41 -1.88 -1.54  0.12
O 1.28 -0.67 -0.76  0.09
O 0.36 1.17 0.73  -0.14
H -1.50 1.22 0.32  0.04
H 0.98 0.62 1.24  0.09

=====

No. 4
# H2N2O3

A cluster of 2 separate species, H2N2O3 in total in a non-equilibrium geometry (the ωB97M-V functional and the def2-TZVPD basis, OMol25).

Results
Energy relative to the best compared isomer or geometry (same formula, charge and spin): 135.7 kcal per mole
Calculated total energy: -336.048884 Eh
Multiplicity: 1
E_HOMO (alpha / beta): -9.041 / -9.143 eV
Maximum force: 5.184 eV/A
Net charge: 0
Frontier orbital gap (alpha / beta): 6.586 / 6.666 eV

Last column: Löwdin charge in e.
Atoms and positions in Å:
N -0.45 -0.43 1.50  0.08
N 0.60 -0.17 -0.51  -0.13
O -1.12 0.60 -1.18  -0.08
O 1.51 -0.44 -1.27  0.10
O 0.53 -0.53 0.67  -0.05
H -0.09 -0.45 2.46  0.06
H -0.97 1.42 -1.67  0.02

=====

No. 5
# H2N2O3

A cluster of 2 separate species, H2N2O3 in total in a non-equilibrium geometry (the ωB97M-V functional and the def2-TZVPD basis, OMol25).

Results
Energy relative to the best compared isomer or geometry (same formula, charge and spin): 51.9 kcal per mole
Calculated total energy: -336.182421 Eh
Multiplicity: 1
E_HOMO: -9.782 eV
Maximum force: 7.596 eV/A
Net charge: 0
Frontier orbital gap: 8.970 eV

Last column: Löwdin charge in e.
Atoms and positions in Å:
N 0.68 -0.55 0.87  -0.07
N 0.12 -0.78 1.82  -0.03
O 1.14 -0.91 -0.15  0.08
O -0.68 -0.21 2.59  -0.03
O -0.08 0.72 -1.27  -0.16
H -0.24 1.37 -2.13  0.13
H -0.94 0.37 -1.72  0.08

=====

No. 6
# H2N2O3

An isolated molecule of H2N2O3 in a non-equilibrium geometry (the ωB97M-V functional and the def2-TZVPD basis, OMol25).

Results
Energy relative to the best compared isomer or geometry (same formula, charge and spin): 17.2 kcal per mole
Calculated total energy: -336.237690 Eh
Multiplicity: 1
E_HOMO: -11.242 eV
Maximum force: 5.032 eV/A
Net charge: 0
Frontier orbital gap: 11.183 eV

Last column: Löwdin charge in e.
Atoms and positions in Å:
H 1.95 0.17 0.60  0.19
H 0.09 -1.32 -0.38  0.15
N 0.17 -0.50 0.22  0.02
N -0.90 0.26 -0.08  -0.44
O 1.32 0.20 -0.27  -0.06
O -1.98 -0.30 -0.10  0.09
O -0.64 1.48 0.01  0.06

=====

No. 7
# H2N2O3Si

A cluster of 2 separate species, H2N2O3Si in total in a non-equilibrium geometry (the ωB97M-V functional and the def2-TZVPD basis, OMol25).

Results
Energy relative to the best compared isomer or geometry (same formula, charge and spin): 61.5 kcal per mole
Calculated total energy: -625.683510 Eh
Multiplicity: 1
E_HOMO: -10.153 eV
Maximum force: 4.025 eV/A
Net charge: 0
Frontier orbital gap: 9.528 eV

Last column: Löwdin charge in e.
Atoms and positions in Å:
N 1.94 0.08 -0.08  -0.06
N 2.26 -0.92 0.29  -0.06
O 2.07 1.26 -0.09  0.06
O 2.13 -2.10 0.27  0.06
O -1.69 0.27 -1.49  -0.44
Si -2.14 0.45 -0.06  0.64
H -1.36 -0.21 0.93  -0.08
H -3.22 1.16 0.23  -0.12

=====

No. 8
# H2N2O4P

A cluster of 2 separate species, H2N2O4P in total in a non-equilibrium geometry (the ωB97M-V functional and the def2-TZVPD basis, OMol25).

Results
Energy relative to the best compared isomer or geometry (same formula, charge and spin): 30.3 kcal per mole
Calculated total energy: -753.089564 Eh
Multiplicity: 1
E_HOMO: -4.544 eV
Maximum force: 3.793 eV/A
Net charge: -1
Frontier orbital gap: 7.938 eV

Last column: Löwdin charge in e.
Atoms and positions in Å:
N -0.59 -0.34 -0.14  -0.06
N 2.70 0.01 0.41  -0.31
O 3.89 0.35 0.19  -0.18
O -3.14 -0.89 -0.16  -0.35
O 1.79 0.44 -0.36  -0.20
O -2.29 1.51 0.59  -0.34
P -2.09 0.12 0.15  0.44
H -0.74 -1.23 -0.44  -0.01
H 0.47 0.03 -0.24  0.01

=====

No. 9
# H2N2O4P

A structure of composition H2N2O4P in a non-equilibrium geometry (the ωB97M-V functional and the def2-TZVPD basis, OMol25).

Results
Energy relative to the best compared isomer or geometry (same formula, charge and spin): 126.2 kcal per mole
Calculated total energy: -752.936796 Eh
Multiplicity: 1
E_HOMO (alpha / beta): -4.038 / -4.038 eV
Maximum force: 8.603 eV/A
Net charge: -1
Frontier orbital gap (alpha / beta): 7.078 / 7.079 eV

Last column: Löwdin charge in e.
Atoms and positions in Å:
N -0.01 0.24 0.07  -0.12
N -1.96 1.78 -0.43  -0.47
O -2.43 1.40 0.66  -0.01
O 0.34 2.12 -1.71  -0.37
O -2.23 2.80 -1.07  0.01
O -1.20 -0.42 -2.68  -0.70
P -0.59 1.10 -1.22  0.56
H 0.77 -0.43 -0.05  0.07
H -0.56 0.25 0.93  0.03

=====

No. 10
# H2N2O4S

An isolated molecule of H2N2O4S in a non-equilibrium geometry (the ωB97M-V functional and the def2-TZVPD basis, OMol25).

Results
Energy relative to the best compared isomer or geometry (same formula, charge and spin): 74.4 kcal per mole
Calculated total energy: -809.659736 Eh
Multiplicity: 1
E_HOMO (alpha / beta): -11.476 / -11.477 eV
Maximum force: 8.075 eV/A
Net charge: 0
Frontier orbital gap (alpha / beta): 9.595 / 9.597 eV

Last column: Löwdin charge in e.
Atoms and positions in Å:
N 0.19 -0.85 -1.09  -0.03
N -0.68 0.51 1.02  -0.28
O -1.21 -0.90 1.02  -0.15
O -0.96 1.28 1.85  0.17
O 1.72 -0.02 0.67  -0.20
O 0.86 1.65 -0.81  -0.26
S 0.70 0.37 -0.16  0.63
H -0.47 -1.28 -0.49  0.01
H -0.15 -0.75 -2.02  0.10

=====

No. 11
# H2N2O4S

A cluster of 2 separate species, H2N2O4S in total in a non-equilibrium geometry (the ωB97M-V functional and the def2-TZVPD basis, OMol25).

Results
Energy relative to the best compared isomer or geometry (same formula, charge and spin): 30.3 kcal per mole
Calculated total energy: -809.592484 Eh
Multiplicity: 3
E_HOMO (alpha / beta): -8.944 / -11.470 eV
Maximum force: 2.993 eV/A
Net charge: 0
Frontier orbital gap (alpha / beta): 8.386 / 7.870 eV

Last column: Löwdin charge in e.
Atoms and positions in Å:
N -1.59 -1.03 0.24  0.09
N -0.44 1.03 0.55  -0.17
O -0.80 1.30 -0.57  -0.01
O -0.88 -0.13 1.14  -0.15
O 1.50 -0.36 -1.17  -0.42
O 2.80 0.43 0.71  -0.40
S 1.90 0.74 -0.34  0.85
H -0.69 -1.57 0.04  0.11
H -1.81 -0.42 -0.61  0.11

=====

No. 12
# H2N2O4S

An isolated molecule of H2N2O4S in a non-equilibrium geometry (the ωB97M-V functional and the def2-TZVPD basis, OMol25).

Results
Energy relative to the best compared isomer or geometry (same formula, charge and spin): 84.1 kcal per mole
Calculated total energy: -809.506733 Eh
Multiplicity: 3
E_HOMO (alpha / beta): -7.690 / -10.582 eV
Maximum force: 4.411 eV/A
Net charge: 0
Frontier orbital gap (alpha / beta): 8.092 / 8.369 eV

Last column: Löwdin charge in e.
Atoms and positions in Å:
N -1.80 -0.56 -0.36  -0.12
N 0.80 -0.73 -0.56  -0.24
O -2.49 -1.31 0.20  0.08
O -1.47 0.53 0.47  -0.10
O 1.54 0.93 1.01  -0.28
O -0.68 1.38 -0.22  -0.32
S 0.95 0.75 -0.54  1.01
H 1.06 -1.24 -1.31  -0.04
H 2.09 0.25 1.32  0.03

=====

No. 13
# H2N3PS

A cluster of 2 separate species, H2N3PS in total in a non-equilibrium geometry (the ωB97M-V functional and the def2-TZVPD basis, OMol25).

Results
Energy relative to the best compared isomer or geometry (same formula, charge and spin): 111.7 kcal per mole
Calculated total energy: -904.733177 Eh
Multiplicity: 1
E_HOMO (alpha / beta): -8.943 / -8.792 eV
Maximum force: 3.758 eV/A
Net charge: 0
Frontier orbital gap (alpha / beta): 6.201 / 5.964 eV

Last column: Löwdin charge in e.
Atoms and positions in Å:
N 1.91 0.37 0.99  -0.02
N 0.86 1.29 0.69  0.06
N 0.51 0.05 0.77  -0.71
P -0.27 -1.30 0.61  0.84
S -2.79 -0.80 -1.29  0.14
H 2.50 0.09 0.16  0.10
H -2.72 0.29 -1.92  -0.41

=====

No. 14
# H2N3PS

An isolated molecule of H2N3PS in a non-equilibrium geometry (the ωB97M-V functional and the def2-TZVPD basis, OMol25).

Results
Energy relative to the best compared isomer or geometry (same formula, charge and spin): 30.8 kcal per mole
Calculated total energy: -904.791368 Eh
Multiplicity: 3
E_HOMO (alpha / beta): -7.473 / -9.408 eV
Maximum force: 4.370 eV/A
Net charge: 0
Frontier orbital gap (alpha / beta): 8.258 / 6.095 eV

Last column: Löwdin charge in e.
Atoms and positions in Å:
N 0.72 0.60 -0.93  -0.11
N 1.37 0.02 0.14  -0.05
N 0.20 -0.54 -0.34  -0.36
P -1.40 -0.21 0.52  0.28
S -2.24 -1.93 0.57  0.07
H 0.07 1.36 -0.89  0.06
H 1.28 0.69 0.94  0.11

=====

No. 15
# H2N4O

A cluster of 2 separate species, H2N4O in total in a non-equilibrium geometry (the ωB97M-V functional and the def2-TZVPD basis, OMol25).

Results
Energy relative to the best compared isomer or geometry (same formula, charge and spin): 69.1 kcal per mole
Calculated total energy: -295.303454 Eh
Multiplicity: 1
E_HOMO: -8.421 eV
Maximum force: 3.073 eV/A
Net charge: 0
Frontier orbital gap: 9.154 eV

Last column: Löwdin charge in e.
Atoms and positions in Å:
N -1.65 1.25 0.39  0.22
N -1.97 0.21 0.21  -0.34
N 1.48 -0.13 -0.10  -0.18
N 0.84 0.06 0.88  -0.01
O -2.36 -0.87 -0.04  0.07
H 1.38 0.32 -1.13  0.14
H 2.27 -0.84 -0.21  0.11

=====

No. 16
# H2N4O4

A cluster of 2 separate species, H2N4O4 in total in a non-equilibrium geometry (the ωB97M-V functional and the def2-TZVPD basis, OMol25).

Results
Energy relative to the best compared isomer or geometry (same formula, charge and spin): 13.2 kcal per mole
Calculated total energy: -520.880371 Eh
Multiplicity: 1
E_HOMO (alpha / beta): -10.100 / -9.268 eV
Maximum force: 2.289 eV/A
Net charge: 0
Frontier orbital gap (alpha / beta): 8.592 / 8.023 eV

Last column: Löwdin charge in e.
Atoms and positions in Å:
N -1.31 -0.19 -0.28  0.07
N -0.52 0.64 -0.89  0.07
N 1.27 -1.21 0.14  -0.22
N 0.23 1.36 0.01  -0.49
O 0.27 -1.81 0.28  0.09
O 0.02 1.17 1.20  0.00
O 2.42 -1.37 0.07  0.15
O 1.04 2.12 -0.45  0.08
H -1.41 -0.07 0.74  0.12
H -2.02 -0.66 -0.82  0.13

=====

No. 17
# H2N5O2

The ion H2N5O2 with charge -1 in a non-equilibrium geometry (the ωB97M-V functional and the def2-TZVPD basis, OMol25).

Results
Energy relative to the best compared isomer or geometry (same formula, charge and spin): 54.7 kcal per mole
Calculated total energy: -425.255721 Eh
Multiplicity: 1
E_HOMO (alpha / beta): -2.600 / -2.599 eV
Maximum force: 2.116 eV/A
Net charge: -1
Frontier orbital gap (alpha / beta): 7.679 / 7.678 eV

Last column: Löwdin charge in e.
Atoms and positions in Å:
N -0.50 0.14 1.74  0.01
N -0.73 0.18 0.20  -0.10
N 0.54 -0.08 -0.36  -0.05
N 0.67 -0.39 1.86  -0.38
N 1.25 -0.79 0.69  -0.32
O 1.16 -0.70 2.96  -0.08
O 2.50 -1.02 0.55  -0.23
H -1.31 -0.65 0.03  0.07
H 0.99 0.83 -0.55  0.09

=====

No. 18
# H2N5O2

The ion H2N5O2 with charge -1 in a non-equilibrium geometry (the ωB97M-V functional and the def2-TZVPD basis, OMol25).

Results
Energy relative to the best compared isomer or geometry (same formula, charge and spin): 61.0 kcal per mole
Calculated total energy: -425.245564 Eh
Multiplicity: 1
E_HOMO (alpha / beta): -2.690 / -2.691 eV
Maximum force: 4.517 eV/A
Net charge: -1
Frontier orbital gap (alpha / beta): 7.847 / 7.848 eV

Last column: Löwdin charge in e.
Atoms and positions in Å:
N -0.84 -0.19 1.07  -0.02
N 0.32 -1.01 0.92  -0.12
N 0.58 -0.92 -0.50  -0.01
N -0.72 0.76 0.23  -0.38
N 0.38 0.55 -0.62  -0.30
O -1.25 1.84 0.25  -0.04
O 0.47 1.13 -1.77  -0.25
H 1.07 -0.65 1.47  0.06
H 0.00 -1.50 -1.06  0.06

=====

No. 19
# H2NO2P

A structure of composition H2NO2P in a non-equilibrium geometry (the ωB97M-V functional and the def2-TZVPD basis, OMol25).

Results
Energy relative to the best compared isomer or geometry (same formula, charge and spin): 124.0 kcal per mole
Calculated total energy: -547.615978 Eh
Multiplicity: 1
E_HOMO: -10.777 eV
Maximum force: 4.766 eV/A
Net charge: 0
Frontier orbital gap: 9.844 eV

Last column: Löwdin charge in e.
Atoms and positions in Å:
N 0.76 -0.18 -0.05  -0.75
O 1.23 0.93 -0.32  -0.05
O 1.33 -1.27 -0.24  -0.05
P -0.77 -0.27 0.76  0.85
H -0.85 1.29 0.61  -0.04
H -1.71 -0.51 -0.77  0.03

=====

No. 20
# H2NO2P

An isolated molecule of H2NO2P in a non-equilibrium geometry (the ωB97M-V functional and the def2-TZVPD basis, OMol25).

Results
Energy relative to the best compared isomer or geometry (same formula, charge and spin): 108.5 kcal per mole
Calculated total energy: -547.640593 Eh
Multiplicity: 1
E_HOMO (alpha / beta): -7.118 / -8.308 eV
Maximum force: 1.933 eV/A
Net charge: 0
Frontier orbital gap (alpha / beta): 5.888 / 7.503 eV

Last column: Löwdin charge in e.
Atoms and positions in Å:
N -0.34 -0.34 -0.61  -0.05
O 2.06 -1.45 1.10  -0.46
O 0.49 0.42 0.24  -0.48
P 1.81 -0.05 1.38  0.88
H 0.04 -1.29 -0.59  -0.02
H 0.26 1.35 0.10  0.13